Record 1
The following is a DFT calculation (ωB97M-V/def2-TZVPD) of a 5-piece molecular cluster, C5H20 overall in a non-equilibrium geometry.

Atoms and positions in Å:
C  -0.01328  2.59226  0.05401
H  -0.05757  2.75200  -1.02052
H  -0.95014  2.21055  0.47903
H  0.87096  2.00704  0.33886
H  0.14836  3.53221  0.58664
C  -2.13914  0.12855  -1.89671
H  -3.00690  0.60704  -1.43806
H  -2.09589  -0.95362  -1.74330
H  -2.27371  0.32887  -2.96389
H  -1.18435  0.53225  -1.55319
C  -1.31555  -0.90828  2.06928
H  -2.25897  -0.68986  1.58483
H  -1.33302  -1.68201  2.82587
H  -0.70227  -1.25997  1.22952
H  -0.87571  0.00725  2.47102
C  2.08628  -0.12815  1.23325
H  1.08241  -0.25632  0.77872
H  2.18113  -1.09596  1.83245
H  2.95257  -0.49084  0.59750
H  2.27962  0.83307  1.69196
C  1.32200  -1.62882  -1.35685
H  0.34020  -1.71464  -1.82670
H  1.42529  -2.47941  -0.69933
H  2.01546  -1.69076  -2.21032
H  1.50223  -0.55245  -1.06408

The highest occupied orbital energy (alpha / beta) is -15.999 / -15.997 eV. As for the expectation value of S²: 0.75. Its LUMO energy (alpha / beta) is -3.2 / -11.7 eV. As for the energy above the lowest of the compared OMol25 structures with the same formula, charge and spin: 0.0 kJ/mol. Its total charge is +1. The value obtained for the gap between HOMO and LUMO (alpha / beta) is 0.4718 / 0.1576 hartree. As for the spin multiplicity: 2. As for the molar mass: 80.21 g mol⁻¹.



Record 2
The following is a DFT calculation (ωB97M-V/def2-TZVPD) of C5H20KO5 as an isolated structure in a non-equilibrium geometry.

Atoms and positions in Å:
K  -0.11921  -0.94935  0.15822
C  -1.84908  0.05754  -4.57816
O  -2.36963  -0.33467  -3.33510
H  -0.76955  0.20575  -4.60516
H  -2.03313  -0.69701  -5.34294
H  -2.36789  0.95651  -4.91099
H  -3.32726  -0.34946  -3.40099
C  2.30192  1.50099  3.82886
O  2.08441  0.14359  3.48436
H  1.97291  1.51671  4.86790
H  3.32002  1.85585  3.66867
H  1.61920  2.12762  3.25498
H  2.64201  -0.45350  3.98849
C  -1.56857  3.40235  -0.05496
O  -0.38800  2.95994  -0.47617
H  -2.27831  2.57527  -0.03768
H  -1.43763  3.86677  0.92242
H  -2.03040  4.07641  -0.77638
H  0.11623  3.70169  -0.81844
C  5.44797  -0.88963  -0.26168
O  4.16141  -0.96318  -0.86792
H  5.37272  -0.93755  0.82466
H  6.18519  -1.59689  -0.64166
H  5.83959  0.08096  -0.56612
H  4.33870  -1.02540  -1.80935
C  -4.14130  -3.63379  0.87646
O  -3.68768  -2.72513  1.84584
H  -5.11244  -3.86560  1.31379
H  -4.34472  -3.19257  -0.09927
H  -3.55281  -4.54918  0.81466
H  -4.02464  -2.86499  2.73381

The highest occupied orbital energy is -12.857 eV. Its LUMO energy is -3.3 eV. As for the energy above the lowest of the compared OMol25 structures with the same formula, charge and spin: 204.9 kJ/mol. Its total charge is +1. The value obtained for the gap between HOMO and LUMO is 0.3502 hartree. As for the molar mass: 199.31 g mol⁻¹.



Record 3
The following is a DFT calculation (ωB97M-V/def2-TZVPD) of a 5-piece molecular cluster, C5H20N10O5 overall in a non-equilibrium geometry.

Atoms and positions in Å:
C  2.21314  0.55190  0.50596
O  1.08387  0.62084  1.04158
N  2.80459  -0.45399  -0.06413
N  2.99239  1.62361  0.49386
H  2.32368  -1.34151  -0.03036
H  3.57632  -0.20056  -0.66439
H  2.60609  2.43367  0.95719
H  3.88559  1.54390  0.02918
C  3.49205  2.99025  -5.87445
O  2.46963  2.39724  -5.87584
N  3.98111  3.39806  -4.76779
N  4.27610  3.19414  -6.83843
H  3.54921  3.27943  -3.86254
H  4.82886  3.94576  -4.80586
H  4.00121  2.92327  -7.77179
H  5.02536  3.86785  -6.76901
C  -0.39740  -6.49718  1.04521
O  0.49244  -5.76650  0.56323
N  -0.19491  -7.61754  1.67987
N  -1.64970  -6.25084  0.92850
H  0.80424  -7.74418  1.75582
H  -0.87835  -8.34436  1.83710
H  -1.80479  -5.32707  0.55074
H  -2.12916  -6.74420  1.66797
C  -2.25530  4.30727  2.10394
O  -3.12153  4.52025  1.27098
N  -2.51094  3.72849  3.23515
N  -1.04160  4.78981  2.00028
H  -3.37977  3.36161  3.59662
H  -1.80092  3.69836  3.95283
H  -0.63445  4.91895  2.91552
H  -1.01126  5.54807  1.33378
C  -4.39426  -1.67455  1.70586
O  -5.39319  -2.31710  1.57192
N  -4.05967  -0.95455  2.75185
N  -3.49624  -1.67575  0.76923
H  -3.22990  -0.39606  2.61168
H  -4.58864  -0.99450  3.61132
H  -2.75391  -0.99142  0.79658
H  -3.68000  -2.35088  0.04086

The highest occupied orbital energy is -9.459 eV. As for the SMILES: NC(N)=O.NC(N)=O.NC(N)=O.NC(N)=O.NC(N)=O. Its LUMO energy is 0.3 eV. As for the energy above the lowest of the compared OMol25 structures with the same formula, charge and spin: 405.4 kJ/mol. The value obtained for the gap between HOMO and LUMO is 0.3594 hartree. As for the molar mass: 300.28 g mol⁻¹.



Record 4
The following is a DFT calculation (ωB97M-V/def2-TZVPD) of C5H20N10O5 as an isolated structure in a non-equilibrium geometry.

Atoms and positions in Å:
C  -1.98095  -2.19674  0.81990
O  -1.67616  -3.30305  1.21256
N  -1.86614  -1.08394  1.48136
N  -2.28501  -2.01039  -0.51418
H  -2.18855  -0.22637  1.05622
H  -1.36857  -1.04971  2.35963
H  -2.04998  -1.11408  -0.91602
H  -2.29306  -2.83833  -1.09259
C  0.48125  -0.71904  0.11788
O  -0.29269  0.15960  0.20628
N  1.74836  -0.58445  0.30613
N  0.28673  -1.89814  -0.16863
H  2.26999  -1.41116  0.05211
H  2.11274  0.34582  0.15809
H  1.00843  -2.46017  0.25961
H  -0.64100  -2.22381  -0.39965
C  -1.34201  2.44051  0.56232
O  -0.32579  2.92745  0.09595
N  -2.44481  3.02562  0.45206
N  -1.50392  1.20126  0.94935
H  -2.52685  4.01420  0.26209
H  -3.12855  2.63528  1.08469
H  -2.40385  0.84004  1.23174
H  -0.69620  0.59746  1.00516
C  2.95863  0.97513  1.12797
O  2.10541  1.72046  0.61346
N  3.57627  1.15779  2.19748
N  3.45885  -0.03565  0.50289
H  3.34629  2.09375  2.49944
H  4.51874  0.81141  2.08852
H  4.00954  -0.75027  0.95694
H  3.09738  -0.26933  -0.41081
C  -0.00687  -0.36643  -2.46206
O  1.07563  -0.91827  -2.33373
N  -0.86233  -0.15115  -1.49539
N  -0.52454  -0.00938  -3.58568
H  -0.57296  -0.17373  -0.52799
H  -1.71783  0.36239  -1.65193
H  -0.07432  -0.17282  -4.47489
H  -1.28131  0.65826  -3.62627

The highest occupied orbital energy is -8.276 eV. Its LUMO energy is 0.4 eV. As for the energy above the lowest of the compared OMol25 structures with the same formula, charge and spin: 2633.4 kJ/mol. The value obtained for the gap between HOMO and LUMO is 0.3176 hartree. As for the molar mass: 300.28 g mol⁻¹.